# 1
Below is a structure of composition C45H68BBaN9O2S3Si2, with properties calculated with the ωB97M-V functional and the def2-TZVPD basis.

Results
Gap between HOMO and LUMO ... 6.28 eV
Largest force on an atom ... 0.0114 hartree/bohr
Relative energy (zero: lowest compared OMol25 entry of this formula, charge and spin) ... 0.0 kJ/mol
HOMO level ... -6.466 eV

Positions of all 131 atoms, in Å:
Ba  -0.338  -0.209  0.262
C  4.701  2.918  -3.214
C  3.564  2.737  -2.204
C  3.414  3.985  -1.327
C  2.257  2.553  -2.965
N  3.926  1.600  -1.311
C  5.037  1.729  -0.483
C  5.203  0.562  0.150
N  4.209  -0.299  -0.261
B  4.141  -1.694  0.422
N  3.569  -1.649  1.865
C  3.848  -2.712  2.695
C  3.214  -2.516  3.859
N  2.524  -1.313  3.760
C  2.759  -0.790  2.520
S  2.194  0.692  1.890
C  1.910  -0.676  4.965
C  3.002  0.149  5.648
C  1.416  -1.788  5.895
C  0.711  0.219  4.648
N  3.490  -2.766  -0.486
C  4.212  -3.157  -1.593
C  3.411  -3.889  -2.376
N  2.175  -3.976  -1.744
C  2.231  -3.257  -0.584
S  1.023  -3.057  0.607
C  1.050  -4.645  -2.459
C  0.715  -3.790  -3.684
C  -0.206  -4.812  -1.616
C  1.514  -6.044  -2.880
C  3.425  0.333  -1.171
S  2.090  -0.365  -1.964
H  4.475  3.754  -3.878
H  4.809  2.016  -3.817
H  5.652  3.122  -2.722
H  3.122  4.828  -1.956
H  4.338  4.255  -0.818
H  2.639  3.824  -0.576
H  2.054  3.488  -3.492
H  1.433  2.335  -2.291
H  2.315  1.745  -3.688
H  5.615  2.631  -0.428
H  5.936  0.260  0.877
H  5.297  -2.041  0.551
H  4.465  -3.530  2.368
H  3.196  -3.127  4.739
H  3.851  -0.482  5.918
H  2.611  0.615  6.554
H  3.349  0.935  4.974
H  2.228  -2.366  6.334
H  0.738  -2.458  5.366
H  0.871  -1.329  6.719
H  1.011  1.148  4.180
H  0.207  0.443  5.590
H  -0.001  -0.285  3.996
H  5.239  -2.864  -1.722
H  3.611  -4.357  -3.319
H  0.444  -2.781  -3.368
H  -0.125  -4.232  -4.222
H  1.562  -3.709  -4.366
H  -0.647  -3.857  -1.347
H  -0.007  -5.365  -0.700
H  -0.931  -5.370  -2.213
H  2.362  -6.023  -3.563
H  0.694  -6.552  -3.388
H  1.789  -6.628  -2.001
O  -3.787  4.475  -4.681
C  -3.605  3.097  -4.940
C  -2.627  2.521  -3.956
C  -2.193  1.210  -4.095
C  -1.357  0.689  -3.128
N  -0.930  1.379  -2.074
C  -1.280  2.664  -1.978
C  -2.147  3.260  -2.889
C  -0.661  3.450  -0.869
C  -0.631  4.840  -0.932
C  -0.021  5.564  0.080
C  0.014  7.073  0.041
O  -0.033  7.607  -1.268
C  0.548  4.858  1.127
C  0.486  3.475  1.108
N  -0.096  2.773  0.138
H  -4.467  4.814  -5.269
H  -3.225  2.931  -5.954
H  -4.549  2.548  -4.843
H  -2.514  0.593  -4.925
H  -1.008  -0.336  -3.199
H  -2.473  4.281  -2.769
H  -1.055  5.368  -1.774
H  0.891  7.431  0.589
H  -0.868  7.463  0.551
H  0.769  7.353  -1.735
H  1.054  5.363  1.940
H  0.941  2.898  1.905
C  -5.787  -1.903  -0.519
Si  -4.052  -1.143  -0.645
C  -4.400  0.608  -1.273
C  -3.192  -2.144  -2.005
C  -3.048  -1.065  0.878
C  -3.220  0.166  1.680
C  -4.457  0.537  2.254
C  -4.559  1.648  3.058
C  -3.423  2.419  3.296
C  -2.255  2.033  2.678
N  -2.143  0.954  1.896
Si  -2.991  -2.558  1.943
C  -4.570  -2.839  2.956
C  -2.716  -4.146  0.975
C  -1.627  -2.412  3.241
H  -6.327  -1.826  -1.468
H  -6.378  -1.382  0.240
H  -5.753  -2.960  -0.241
H  -4.828  0.588  -2.279
H  -3.519  1.253  -1.288
H  -5.132  1.081  -0.613
H  -3.658  -1.975  -2.981
H  -3.255  -3.212  -1.789
H  -2.128  -1.906  -2.097
H  -5.317  -0.094  2.067
H  -5.508  1.913  3.509
H  -3.447  3.294  3.930
H  -1.349  2.613  2.819
H  -5.437  -2.942  2.298
H  -4.767  -2.011  3.641
H  -4.496  -3.751  3.556
H  -3.453  -4.275  0.179
H  -2.807  -5.004  1.647
H  -1.717  -4.167  0.538
H  -1.776  -1.509  3.840
H  -0.623  -2.380  2.802
H  -1.651  -3.265  3.925



# 2
Below is a cluster of 7 separate species, C45H68BrFN4O19P in total in a non-equilibrium geometry, with properties calculated with the ωB97M-V functional and the def2-TZVPD basis.

Results
Gap between HOMO and LUMO ... 6.60 eV
Charge ... +1
Largest force on an atom ... 0.0480 hartree/bohr
HOMO level ... -10.817 eV

Positions of all 139 atoms, in Å:
C  -9.585  -0.361  0.041
C  -8.411  -0.005  -0.886
O  -8.220  -0.665  -1.878
O  -7.703  1.076  -0.512
C  -6.432  1.195  -1.178
C  -5.397  1.890  -0.235
C  -3.966  1.696  -0.810
C  -2.879  2.556  -0.095
C  -1.898  1.744  0.803
C  -0.400  1.901  0.427
C  0.557  1.981  1.652
C  1.569  0.822  1.676
O  2.675  1.085  2.566
C  3.495  0.015  2.727
O  3.789  -0.326  3.843
C  4.062  -0.732  1.516
C  5.249  -0.300  0.963
C  6.074  0.861  1.507
C  7.331  0.257  2.229
C  8.218  1.333  2.865
Br  6.832  -1.061  3.612
C  5.772  -0.976  -0.158
N  6.980  -0.638  -0.755
N  5.095  -1.994  -0.677
C  3.931  -2.444  -0.157
C  3.371  -3.619  -0.934
O  4.154  -4.354  -1.479
N  1.952  -3.853  -1.089
C  1.554  -3.776  -2.411
O  2.105  -3.201  -3.302
F  0.389  -4.408  -2.665
C  3.369  -1.867  0.953
P  1.786  -2.566  1.646
N  2.117  -4.248  1.691
O  1.638  -2.124  3.237
H  -10.493  -0.074  -0.511
H  -9.540  0.255  0.948
H  -9.604  -1.431  0.260
H  -6.588  1.856  -2.043
H  -5.976  0.241  -1.468
H  -5.672  2.949  -0.131
H  -5.514  1.377  0.736
H  -3.763  0.612  -0.801
H  -4.034  1.996  -1.882
H  -3.394  3.345  0.491
H  -2.319  3.092  -0.888
H  -2.075  2.074  1.841
H  -2.209  0.688  0.734
H  -0.129  1.016  -0.179
H  -0.305  2.791  -0.209
H  1.044  2.965  1.690
H  -0.070  1.852  2.549
H  0.993  -0.072  1.961
H  1.941  0.664  0.645
H  5.516  1.463  2.234
H  6.490  1.493  0.709
H  7.929  -0.311  1.508
H  7.917  1.587  3.886
H  8.314  2.235  2.237
H  9.240  0.935  2.961
H  7.067  0.367  -0.888
H  6.982  -1.043  -1.689
H  5.490  -2.474  -1.484
H  1.694  -4.749  -0.678
H  1.338  -4.769  1.330
H  2.368  -4.541  2.628
H  2.500  -2.171  3.685
O  -2.579  -6.280  -7.421
C  -1.561  -6.243  -6.801
O  -0.762  -5.144  -6.737
C  0.435  -5.452  -6.007
C  0.081  -6.655  -5.150
C  -0.938  -7.382  -6.019
H  1.232  -5.671  -6.722
H  0.728  -4.591  -5.410
H  0.946  -7.263  -4.883
H  -0.396  -6.324  -4.226
H  -0.462  -8.072  -6.717
H  -1.686  -7.900  -5.424
O  -1.612  4.420  -2.759
C  -0.590  4.061  -3.255
O  0.092  2.951  -2.853
C  1.331  2.855  -3.571
C  1.126  3.671  -4.837
C  0.168  4.758  -4.366
H  2.129  3.259  -2.942
H  1.545  1.809  -3.784
H  2.055  4.052  -5.258
H  0.639  3.058  -5.597
H  0.697  5.616  -3.947
H  -0.507  5.076  -5.156
O  -4.730  3.758  -3.553
C  -5.744  4.337  -3.797
O  -6.819  4.313  -2.973
C  -7.919  5.006  -3.592
C  -7.281  5.936  -4.611
C  -6.051  5.147  -5.039
H  -8.578  4.267  -4.054
H  -8.477  5.550  -2.833
H  -7.947  6.196  -5.433
H  -6.971  6.862  -4.124
H  -6.271  4.463  -5.860
H  -5.218  5.795  -5.296
O  8.597  1.686  6.059
C  7.856  1.124  6.813
O  7.312  -0.091  6.555
C  6.386  -0.436  7.603
C  6.806  0.397  8.801
C  7.355  1.653  8.139
H  5.375  -0.198  7.264
H  6.448  -1.504  7.804
H  5.994  0.584  9.501
H  7.606  -0.110  9.343
H  6.573  2.391  7.951
H  8.165  2.096  8.712
O  -4.491  3.550  3.508
C  -4.322  4.700  3.230
O  -3.735  5.109  2.075
C  -3.576  6.537  2.090
C  -4.602  7.043  3.091
C  -4.666  5.897  4.092
H  -2.552  6.770  2.391
H  -3.748  6.931  1.090
H  -4.336  8.002  3.532
H  -5.572  7.157  2.602
H  -3.912  5.996  4.875
H  -5.655  5.790  4.527
O  0.941  -6.448  1.988
C  0.652  -7.278  1.169
O  1.237  -7.336  -0.050
C  0.604  -8.363  -0.845
C  -0.040  -9.299  0.161
C  -0.406  -8.348  1.296
H  -0.128  -7.889  -1.503
H  1.354  -8.862  -1.456
H  -0.887  -9.848  -0.246
H  0.693  -10.026  0.514
H  -1.388  -7.894  1.150
H  -0.353  -8.833  2.267